{
  "formula": "C3H2Br4",
  "method": "wB97M-V/def2-TZVPD",
  "total_charge": 0,
  "de_lowest_kj_mol": 216.33,
  "energy_ev": -283309.652,
  "homo_lumo_gap_ev": [7.657, 7.751],
  "species": ["C", "C", "C", "Br", "Br", "Br", "Br", "H", "H"],
  "xyz": [[0.855, -0.040, -0.094], [0.003, 1.244, 0.062], [0.059, -1.323, 0.040], [-0.858, 1.769, 1.738], [-0.987, 1.752, -1.497], [-1.036, -1.618, -1.475], [-0.807, -1.687, 1.626], [1.140, 0.090, -1.062], [1.631, -0.188, 0.663]],
  "mulliken_charge": [-0.779, 0.074, 0.147, -0.062, -0.040, -0.074, -0.015, 0.437, 0.312]
}

=====

{
  "formula": "C3H2BrF3",
  "method": "wB97M-V/def2-TZVPD",
  "smiles": "FC/C(F)=C(/F)Br",
  "total_charge": 0,
  "de_lowest_kj_mol": 191.79,
  "energy_ev": -81335.603,
  "homo_lumo_gap_ev": 10.346,
  "species": ["F", "C", "C", "F", "C", "F", "Br", "H", "H"],
  "xyz": [[-0.877, 0.066, 0.179], [-0.209, -0.327, 1.228], [1.552, -0.233, 0.970], [1.883, -1.511, 0.598], [2.465, 0.674, 1.238], [3.783, 0.387, 1.193], [1.836, 2.388, 1.711], [-0.149, -1.504, 1.459], [-0.403, 0.287, 2.177]],
  "mulliken_charge": [-0.216, -0.188, 0.258, -0.272, 0.197, -0.218, -0.091, 0.222, 0.308]
}

=====

Number 1 is which compound? C3H2Br4